Entry from the OMol25 dataset: a structure of composition C22H18F5InN6O5STe (ωB97M-V/def2-TZVPD).

Atoms and positions in Å:
1 In -0.256 0.372 -0.088
2 N 1.888 -1.058 2.087
3 C 1.020 -0.232 2.780
4 C 1.063 -0.232 4.180
5 C 0.233 0.617 4.871
6 C -0.618 1.475 4.173
7 C -0.617 1.404 2.804
8 N 0.161 0.542 2.122
9 C 2.528 -0.855 0.862
10 C 3.761 -1.474 0.663
11 C 4.427 -1.255 -0.523
12 C 3.870 -0.413 -1.478
13 C 2.640 0.145 -1.219
14 N 1.970 -0.093 -0.074
15 H 2.387 -1.697 2.684
16 H 1.762 -0.875 4.697
17 H 0.262 0.635 5.953
18 H -1.260 2.179 4.681
19 H -1.242 2.044 2.192
20 H 4.184 -2.102 1.437
21 H 5.384 -1.728 -0.696
22 H 4.369 -0.203 -2.412
23 H 2.138 0.793 -1.925
24 O 1.192 3.119 -2.057
25 S -0.103 2.633 -1.662
26 O -1.253 3.338 -2.170
27 O -0.216 1.120 -2.039
28 O -0.195 2.516 -0.125
29 F 0.643 -4.107 -0.294
30 Te -0.657 -3.016 -1.049
31 F -0.865 -4.338 -2.324
32 F -1.964 -3.907 -0.071
33 F -1.993 -2.092 -1.956
34 F 0.618 -2.274 -2.182
35 O -0.443 -1.733 0.211
36 N -7.413 -1.038 0.352
37 C -8.749 -0.775 0.142
38 C -9.897 -1.544 0.305
39 C -11.096 -0.934 -0.002
40 C -11.153 0.396 -0.455
41 C -10.010 1.150 -0.615
42 C -8.788 0.550 -0.314
43 N -7.506 1.065 -0.392
44 C -6.727 0.097 -0.001
45 C -5.266 0.193 0.073
46 C -4.605 1.201 -0.618
47 C -3.226 1.267 -0.564
48 N -2.506 0.383 0.143
49 C -3.137 -0.581 0.822
50 C -4.508 -0.706 0.820
51 H -7.009 -1.932 0.570
52 H -9.858 -2.568 0.655
53 H -12.017 -1.492 0.109
54 H -12.117 0.830 -0.683
55 H -10.046 2.173 -0.967
56 H -5.165 1.913 -1.206
57 H -2.676 2.031 -1.105
58 H -2.511 -1.278 1.363
59 H -4.962 -1.496 1.401

Atoms 1-2, force components in eV/Å:
In 0.0 0.0 0.1
N 0.0 0.0 0.0

Computed properties:
- HOMO (eV) = -8.88
- gap between HOMO and LUMO (eV) = 8.262
- LUMO level (eV) = -0.62
- relative energy (zero: lowest compared OMol25 entry of this formula, charge and spin) (kJ/mol) = 0.0
- molar mass (g/mol) = 815.90
- charge = 0
- electronic energy (hartree) = -2909.76166


Entry from the OMol25 dataset: a structure of composition C12H17N4O3OsSSe (ωB97M-V/def2-TZVPD).

Atoms and positions in Å:
1 Os 0.063 -0.653 -0.635
2 C 3.249 -0.938 -1.111
3 O 2.040 -0.128 -1.246
4 C 2.277 1.305 -1.138
5 C 1.132 1.935 -1.869
6 O -0.060 1.340 -1.261
7 C -1.320 1.645 -1.945
8 C -2.380 0.884 -1.209
9 O -1.942 -0.511 -1.170
10 C -3.079 -1.440 -0.934
11 H 3.901 -0.685 -1.944
12 H 2.951 -1.980 -1.190
13 H 3.738 -0.716 -0.164
14 H 3.227 1.543 -1.616
15 H 2.311 1.583 -0.083
16 H 1.138 1.694 -2.932
17 H 1.091 3.013 -1.716
18 H -1.233 1.327 -2.986
19 H -1.490 2.720 -1.888
20 H -3.322 0.935 -1.755
21 H -2.526 1.236 -0.188
22 H -3.822 -1.217 -1.695
23 H -3.457 -1.260 0.070
24 H -2.720 -2.453 -1.042
25 S 0.353 -2.046 -2.594
26 C -0.158 -2.775 -1.211
27 N -0.520 -2.776 -0.079
28 Se 2.315 -2.277 1.981
29 N 1.753 -1.651 3.497
30 C 0.778 -0.769 3.327
31 C 0.022 -0.019 4.279
32 C -0.933 0.819 3.772
33 C -1.190 0.920 2.374
34 N -0.510 0.233 1.469
35 C 0.467 -0.543 1.970
36 N 1.175 -1.172 1.056
37 H 0.202 -0.119 5.342
38 H -1.540 1.421 4.435
39 H -1.982 1.573 2.029

Atoms 1-2, force components in eV/Å:
Os -0.4 -0.4 0.3
C 0.0 0.0 0.0

Computed properties:
- HOMO (eV) = -19.73
- gap between HOMO and LUMO (eV) = 7.563
- LUMO level (eV) = -12.16
- relative energy (zero: lowest compared OMol25 entry of this formula, charge and spin) (kJ/mol) = 76.2
- molar mass (g/mol) = 566.55
- charge = +3
- electronic energy (hartree) = -3801.29428


Entry from the OMol25 dataset: a structure of composition C19H27N7O6Sc at a distorted geometry (ωB97M-V/def2-TZVPD).

Atoms and positions in Å:
1 O -0.716 -4.045 -0.356
2 H -0.919 -4.981 -0.213
3 Sc -0.504 -2.011 -0.266
4 N 1.522 -1.791 0.594
5 N -0.640 -2.439 1.885
6 N -0.976 -0.828 -2.083
7 N -2.663 -1.945 -0.420
8 O 2.479 -1.260 -0.097
9 O -0.265 0.110 -2.870
10 O -3.534 -2.456 0.513
11 O -1.743 -2.832 2.440
12 C 0.485 -2.361 2.633
13 C 1.660 -1.945 1.941
14 C -2.276 -0.678 -2.336
15 C -3.220 -1.347 -1.480
16 C 2.935 -1.634 2.650
17 H 2.814 -0.770 3.320
18 H 3.708 -1.400 1.914
19 H 3.269 -2.485 3.260
20 C 0.419 -2.680 4.085
21 H -0.071 -3.650 4.231
22 H -0.159 -1.921 4.629
23 H 1.425 -2.721 4.513
24 C -2.567 0.329 -3.374
25 C -4.694 -1.305 -1.700
26 H -2.050 0.071 -4.305
27 H -2.226 1.325 -3.062
28 H -3.642 0.365 -3.563
29 H -5.172 -2.182 -1.253
30 H -4.908 -1.291 -2.775
31 H -5.138 -0.398 -1.263
32 H 0.681 -0.023 -2.676
33 H -2.924 -2.653 1.309
34 C 0.179 -3.746 -1.566
35 H 1.235 -3.705 -1.253
36 H -0.155 -2.824 -2.110
37 H 0.033 -4.569 -2.280
38 O 3.858 -1.323 -2.714
39 H 3.295 -1.886 -3.282
40 H 3.430 -1.355 -1.828
41 N 3.816 8.020 0.015
42 C 3.192 7.035 0.125
43 C 2.414 5.832 0.257
44 C 2.995 4.581 -0.005
45 C 2.231 3.416 0.103
46 C 0.881 3.514 0.472
47 C 0.299 4.758 0.748
48 C 1.068 5.915 0.633
49 N 0.088 2.362 0.561
50 C -1.252 2.300 0.952
51 C -1.620 0.993 0.871
52 N -0.537 0.251 0.437
53 C 0.475 1.080 0.263
54 H 4.045 4.522 -0.293
55 H 2.683 2.445 -0.099
56 H -0.748 4.829 1.040
57 H 0.615 6.888 0.838
58 H -1.816 3.165 1.242
59 H -2.569 0.533 1.097
60 H 1.475 0.804 -0.046

Atoms 1-2, force components in eV/Å:
O 1.2 0.4 -2.0
H 0.2 0.2 -0.2

Computed properties:
- HOMO (alpha / beta) (eV) = -9.73 / -9.74
- gap between HOMO and LUMO (alpha / beta) (eV) = 4.878 / 4.888
- LUMO level (alpha / beta) (eV) = -4.85 / -4.85
- molar mass (g/mol) = 494.42
- charge = +1
- electronic energy (hartree) = -2335.30937


Entry from the OMol25 dataset: a structure of composition C37H24BaCl6N7O2S at a distorted geometry (ωB97M-V/def2-TZVPD).

Atoms and positions in Å:
1 Ba 0.407 -0.490 1.589
2 C -2.230 -1.634 -3.278
3 C -1.884 -2.399 -2.172
4 C -1.864 -1.844 -0.909
5 C -2.197 -0.500 -0.713
6 C -2.592 0.249 -1.834
7 C -2.593 -0.310 -3.096
8 N -2.014 0.112 0.501
9 C -2.950 0.896 0.986
10 C -4.310 0.767 0.543
11 C -5.304 1.599 0.942
12 C -5.037 2.650 1.843
13 C -3.779 2.785 2.338
14 C -2.706 1.923 1.979
15 N -1.579 2.235 2.616
16 N -0.515 1.515 2.492
17 C 0.567 1.949 3.200
18 C 0.651 3.184 3.867
19 C 1.803 3.489 4.555
20 C 2.833 2.554 4.592
21 C 2.661 1.368 3.898
22 N 1.580 1.081 3.201
23 H -2.214 -2.067 -4.269
24 H -1.623 -3.441 -2.303
25 H -1.593 -2.438 -0.051
26 H -2.866 1.289 -1.703
27 H -2.886 0.291 -3.947
28 H -4.526 -0.063 -0.116
29 H -6.314 1.457 0.580
30 H -5.834 3.312 2.152
31 H -3.545 3.556 3.058
32 H -0.186 3.863 3.821
33 H 1.902 4.435 5.069
34 H 3.737 2.748 5.148
35 H 3.425 0.600 3.915
36 N 1.279 -0.514 -3.248
37 C 1.255 -1.840 -3.685
38 C 1.101 -2.143 -5.027
39 C 1.119 -3.466 -5.451
40 C 1.248 -4.485 -4.528
41 C 1.359 -4.191 -3.176
42 C 1.382 -2.874 -2.757
43 S 1.540 -2.463 -1.040
44 N 0.895 -0.939 -0.973
45 C 0.826 -0.168 -1.984
46 C 0.257 1.173 -1.815
47 C -0.209 1.916 -2.906
48 C -0.714 3.183 -2.689
49 C -0.729 3.681 -1.396
50 C -0.259 2.861 -0.379
51 N 0.212 1.649 -0.575
52 H 1.186 0.182 -3.970
53 H 0.991 -1.341 -5.743
54 H 1.030 -3.688 -6.505
55 H 1.267 -5.514 -4.851
56 H 1.452 -4.973 -2.439
57 H -0.228 1.504 -3.905
58 H -1.093 3.770 -3.515
59 H -1.110 4.668 -1.183
60 H -0.259 3.205 0.643
61 Cl 2.738 -2.544 2.609
62 C 3.696 -1.563 1.577
63 C 3.044 -0.505 0.943
64 C 3.874 0.247 0.122
65 Cl 3.204 1.627 -0.678
66 C 5.219 -0.025 -0.108
67 Cl 6.169 0.926 -1.193
68 C 5.813 -1.085 0.560
69 Cl 7.478 -1.446 0.319
70 C 5.047 -1.853 1.430
71 Cl 5.803 -3.144 2.296
72 Cl -2.061 -3.475 5.175
73 C -2.342 -2.124 4.081
74 C -1.029 -1.834 3.319
75 O -0.887 -2.367 2.209
76 O -0.221 -1.072 3.858
77 H -2.625 -1.266 4.688
78 H -3.140 -2.414 3.400

Atoms 1-2, force components in eV/Å:
Ba 1.8 -0.9 -3.3
C 0.0 -0.1 -0.2

Computed properties:
- HOMO (eV) = -4.54
- gap between HOMO and LUMO (eV) = 6.241
- LUMO level (eV) = 1.70
- molar mass (g/mol) = 980.76
- charge = -1
- electronic energy (hartree) = -5143.09093


Repeat the third record exactly.
Entry from the OMol25 dataset: a structure of composition C19H27N7O6Sc at a distorted geometry (ωB97M-V/def2-TZVPD).

Atoms and positions in Å:
1 O -0.716 -4.045 -0.356
2 H -0.919 -4.981 -0.213
3 Sc -0.504 -2.011 -0.266
4 N 1.522 -1.791 0.594
5 N -0.640 -2.439 1.885
6 N -0.976 -0.828 -2.083
7 N -2.663 -1.945 -0.420
8 O 2.479 -1.260 -0.097
9 O -0.265 0.110 -2.870
10 O -3.534 -2.456 0.513
11 O -1.743 -2.832 2.440
12 C 0.485 -2.361 2.633
13 C 1.660 -1.945 1.941
14 C -2.276 -0.678 -2.336
15 C -3.220 -1.347 -1.480
16 C 2.935 -1.634 2.650
17 H 2.814 -0.770 3.320
18 H 3.708 -1.400 1.914
19 H 3.269 -2.485 3.260
20 C 0.419 -2.680 4.085
21 H -0.071 -3.650 4.231
22 H -0.159 -1.921 4.629
23 H 1.425 -2.721 4.513
24 C -2.567 0.329 -3.374
25 C -4.694 -1.305 -1.700
26 H -2.050 0.071 -4.305
27 H -2.226 1.325 -3.062
28 H -3.642 0.365 -3.563
29 H -5.172 -2.182 -1.253
30 H -4.908 -1.291 -2.775
31 H -5.138 -0.398 -1.263
32 H 0.681 -0.023 -2.676
33 H -2.924 -2.653 1.309
34 C 0.179 -3.746 -1.566
35 H 1.235 -3.705 -1.253
36 H -0.155 -2.824 -2.110
37 H 0.033 -4.569 -2.280
38 O 3.858 -1.323 -2.714
39 H 3.295 -1.886 -3.282
40 H 3.430 -1.355 -1.828
41 N 3.816 8.020 0.015
42 C 3.192 7.035 0.125
43 C 2.414 5.832 0.257
44 C 2.995 4.581 -0.005
45 C 2.231 3.416 0.103
46 C 0.881 3.514 0.472
47 C 0.299 4.758 0.748
48 C 1.068 5.915 0.633
49 N 0.088 2.362 0.561
50 C -1.252 2.300 0.952
51 C -1.620 0.993 0.871
52 N -0.537 0.251 0.437
53 C 0.475 1.080 0.263
54 H 4.045 4.522 -0.293
55 H 2.683 2.445 -0.099
56 H -0.748 4.829 1.040
57 H 0.615 6.888 0.838
58 H -1.816 3.165 1.242
59 H -2.569 0.533 1.097
60 H 1.475 0.804 -0.046

Atoms 1-2, force components in eV/Å:
O 1.2 0.4 -2.0
H 0.2 0.2 -0.2

Computed properties:
- HOMO (alpha / beta) (eV) = -9.73 / -9.74
- gap between HOMO and LUMO (alpha / beta) (eV) = 4.878 / 4.888
- LUMO level (alpha / beta) (eV) = -4.85 / -4.85
- molar mass (g/mol) = 494.42
- charge = +1
- electronic energy (hartree) = -2335.30937